{"formula": "C12H10F6N2O4PZr", "method": "ωB97M-V/def2-TZVPD", "multiplicity": 2, "molar_mass_g_mol": 482.41, "lumo_ev": [-12.7, -14.7], "charge": 4, "homo_ev": [-21.82, -21.79], "s2": 0.759, "gap_ev": [9.156, 7.101], "species": ["Zr", "O", "C", "O", "C", "C", "C", "C", "C", "N", "C", "O", "O", "H", "H", "H", "H", "H", "C", "C", "C", "N", "C", "C", "H", "H", "H", "H", "H", "F", "P", "F", "F", "F", "F", "F"], "positions_angstrom": [[1.42526, 1.34378, 1.82401], [-1.79139, 2.00987, 4.62916], [-0.71761, 1.63184, 4.06828], [-0.40078, 2.05223, 2.92559], [0.17319, 0.66882, 4.77994], [-0.13528, -0.00594, 5.92337], [0.93772, -0.86632, 6.45388], [2.08791, -0.95035, 5.69006], [2.16762, -0.39486, 4.45274], [1.15484, 0.38330, 3.97355], [3.27681, -0.34964, 3.42213], [4.38610, -0.98805, 3.62996], [3.14415, 0.30054, 2.35281], [-2.23103, 2.71293, 4.08498], [-1.02469, 0.24732, 6.47736], [0.92673, -1.28024, 7.44484], [2.95111, -1.43628, 6.10530], [4.38556, -1.43484, 4.49581], [-1.07836, -1.31466, -6.59062], [0.26769, -1.27011, -6.12376], [0.34899, -1.51583, -4.75501], [-0.71276, -1.90544, -4.06097], [-2.02767, -1.93883, -4.49230], [-2.25465, -1.65717, -5.83496], [-1.15796, -0.85660, -7.61633], [1.05379, -0.94296, -6.82797], [1.22031, -1.51024, -4.05978], [-2.68333, -2.23873, -3.68482], [-3.31910, -1.59699, -6.40172], [2.19408, 2.86513, 0.95150], [-2.59895, 2.08386, -4.77936], [-2.49136, 3.44036, -5.08801], [-3.37032, 1.40762, -5.94025], [-1.29489, 1.34539, -4.80821], [0.48486, 0.10415, 0.91882], [-3.29659, 1.85697, -3.54002]], "atomic_forces_ev_per_a": [[0.542, 2.742, 1.852], [-0.469, 0.559, 0.109], [-0.198, 0.579, -0.684], [0.935, -0.399, 0.012], [-2.214, 0.045, -1.199], [2.351, -1.327, 2.188], [-1.952, 2.291, -1.330], [0.795, -0.787, 0.726], [-1.199, 1.906, -2.417], [3.133, -0.580, -0.002], [1.348, -1.194, 0.681], [-1.082, 0.722, -0.234], [-0.088, -0.528, 0.880], [-0.034, -0.430, 0.465], [-0.141, -0.210, 0.194], [-0.368, -0.289, 0.208], [0.200, -0.391, 0.231], [0.353, -0.164, -0.090], [0.342, 1.112, -0.984], [-2.457, -0.009, -0.165], [1.086, -0.995, 2.468], [-1.737, 0.759, -3.576], [1.600, -0.455, 1.421], [-0.090, 0.760, -1.715], [-0.439, -1.074, 0.909], [-0.140, -0.378, 0.963], [-0.006, 0.273, -1.096], [-0.649, -0.021, -0.410], [2.568, -0.493, 1.848], [-0.714, -1.076, 0.476], [-0.958, -6.698, -4.346], [0.857, 5.876, -0.925], [0.869, 1.092, 1.996], [0.088, 0.610, 0.618], [-1.036, -1.432, -1.566], [-1.095, -0.398, 2.497]], "nbo_charge": [2.581, -0.539, 0.844, -0.702, 0.079, -0.108, -0.034, -0.171, 0.071, -0.504, 0.859, -0.505, -0.673, 0.554, 0.296, 0.295, 0.266, 0.533, -0.090, -0.207, 0.006, 0.047, -0.023, -0.245, 0.281, 0.314, 0.295, 0.286, 0.335, -0.585, 2.835, -0.436, -0.470, -0.476, -0.559, -0.452]}